<P>
{
  "formula": "C6H9NO2S",
  "method": "wB97M-V/def2-TZVPD",
  "homo_lumo_gap_ev": 9.58,
  "charge": 0,
  "spin_multiplicity": 1,
  "elements": ["C", "C", "C", "C", "C", "C", "N", "O", "O", "S", "H", "H", "H", "H", "H", "H", "H", "H", "H"],
  "xyz": [[-0.5480, 0.2764, 0.8148], [1.3209, -0.9735, -0.0068], [-1.7599, 0.1131, 1.6470], [-1.0767, 1.0582, -0.3389], [2.7689, -0.8629, 0.4233], [-0.4103, 1.0157, -1.6848], [0.4561, -0.4727, 0.9046], [-2.4349, -1.3366, -0.5790], [0.9666, -1.5810, -0.9913], [-2.6148, -0.0148, -0.0381], [-1.7729, -0.7600, 2.2903], [-2.1437, 0.9998, 2.1406], [-1.4034, 2.0580, -0.0525], [3.2047, -1.8586, 0.4553], [2.8514, -0.3899, 1.3964], [3.3152, -0.2843, -0.3186], [0.5949, 1.4316, -1.6251], [-0.9816, 1.5949, -2.4080], [-0.3324, -0.0136, -2.0291]]
}



<Q>
{
  "formula": "C6H9NO2S",
  "method": "wB97M-V/def2-TZVPD",
  "homo_lumo_gap_ev": 9.64,
  "smiles": "Cc1cscn1.CC(=O)O",
  "charge": 0,
  "spin_multiplicity": 1,
  "elements": ["C", "C", "C", "S", "C", "N", "H", "H", "H", "H", "H", "C", "C", "O", "O", "H", "H", "H", "H"],
  "xyz": [[-2.7219, -1.5005, 0.3218], [-2.0791, -0.1625, 0.0024], [-0.7890, 0.1590, 0.4628], [-0.4682, 1.7905, 0.0272], [-2.1309, 1.9155, -0.6517], [-2.7622, 0.8097, -0.6539], [-3.3341, -1.4788, 1.1958], [-3.1764, -2.0697, -0.4111], [-1.8088, -2.0913, 0.6716], [-0.0527, -0.3337, 1.0428], [-2.5050, 2.8152, -1.0560], [3.3635, 0.7475, 0.0995], [2.3477, -0.2973, -0.4069], [2.3195, -0.5491, -1.6265], [1.8336, -1.1320, 0.4683], [3.8485, 0.5187, 1.0188], [4.1133, 0.9118, -0.6019], [2.7635, 1.6686, 0.1424], [1.2387, -1.7216, -0.0454]]
}



Ranked by calculated energy, most stable first: <Q>, <P>.



<P>
{
  "formula": "C5H10NOS2",
  "method": "wB97M-V/def2-TZVPD",
  "homo_lumo_gap_ev": 8.34,
  "charge": 1,
  "spin_multiplicity": 1,
  "elements": ["C", "C", "C", "C", "C", "N", "O", "S", "S", "H", "H", "H", "H", "H", "H", "H", "H", "H", "H"],
  "xyz": [[0.2637, 0.3476, -1.5214], [-1.0469, -0.2962, 0.3197], [1.1087, -0.6818, 0.6640], [-0.0289, 1.6589, -2.0314], [-2.4615, -0.5241, 0.7970], [1.2952, 0.3990, -0.3200], [-0.2022, -0.8684, 1.1145], [1.5305, -2.3344, -0.0954], [2.2625, -0.0858, 2.0654], [-0.0717, 2.6473, -1.3282], [-0.9288, 1.7392, -2.6515], [0.8819, 1.8424, -2.6592], [-2.9252, -1.4497, 0.4007], [-3.0679, 0.3583, 0.4009], [-2.5184, -0.5170, 1.8506], [2.2906, 0.3129, -0.6500], [1.3403, 1.2739, 0.1699], [0.4340, -3.0471, 0.2679], [1.8442, -0.7751, 3.2065]]
}



<Q>
{
  "formula": "C5H10NOS2",
  "method": "wB97M-V/def2-TZVPD",
  "homo_lumo_gap_ev": 8.22,
  "smiles": "C[C@@]12OCC[NH2+][C@@H]1SS2",
  "charge": 1,
  "spin_multiplicity": 1,
  "elements": ["C", "C", "O", "C", "C", "N", "C", "S", "S", "H", "H", "H", "H", "H", "H", "H", "H", "H", "H"],
  "xyz": [[2.1884, -0.4975, -0.0563], [0.9549, -0.0813, 0.6226], [0.5469, 1.2509, 0.4809], [-0.4802, 1.7023, -0.3410], [-1.6103, 0.7493, -0.2701], [-1.0868, -0.6903, -0.6866], [-0.1891, -1.2468, 0.3313], [-0.8622, -1.3800, 2.0635], [0.8752, -0.1539, 2.5519], [2.9353, 0.3003, -0.0656], [1.8059, -0.7377, -1.0080], [2.6084, -1.3439, 0.3819], [-0.3366, 2.0349, -1.3951], [-0.8433, 2.6591, 0.1317], [-1.9168, 0.6456, 0.8220], [-2.5641, 0.9024, -0.9018], [-1.8184, -1.3246, -0.9652], [-0.4890, -0.5777, -1.6634], [0.2818, -2.2112, -0.0325]]
}



Ranked by calculated energy, most stable first: <Q>, <P>.



<P>
{
  "formula": "C5H18O3",
  "method": "wB97M-V/def2-TZVPD",
  "homo_lumo_gap_ev": 11.32,
  "smiles": "CCC(C)C.O.O.O",
  "charge": 0,
  "spin_multiplicity": 1,
  "elements": ["C", "C", "C", "C", "C", "H", "H", "H", "H", "H", "H", "H", "H", "H", "H", "H", "H", "O", "H", "H", "O", "H", "H", "O", "H", "H"],
  "xyz": [[1.5169, -0.3970, 0.3941], [1.0794, -1.7578, -0.1450], [2.2329, -2.6075, -0.6648], [1.7583, -3.7376, -1.6046], [3.0678, -3.1607, 0.4928], [1.7407, -0.4384, 1.4537], [2.3814, -0.0066, -0.1421], [0.7413, 0.3614, 0.2533], [0.5187, -2.3117, 0.6244], [0.3176, -1.6682, -0.9190], [2.8723, -1.9781, -1.2798], [2.5223, -4.5190, -1.6302], [1.6610, -3.3804, -2.6314], [0.8068, -4.1768, -1.3057], [2.9935, -2.5567, 1.4126], [4.1328, -3.2550, 0.2536], [2.7497, -4.1657, 0.7894], [-4.4097, 0.6756, 0.8756], [-4.8992, 1.2787, 1.4462], [-4.2666, 1.1163, 0.0313], [-0.5931, 5.2979, 0.1514], [0.3200, 5.5686, 0.3015], [-0.7159, 5.5319, -0.7777], [-3.2259, 3.6435, 0.3337], [-2.2853, 3.8406, 0.4727], [-3.2420, 3.5608, -0.6291]]
}



<Q>
{
  "formula": "C5H18O3",
  "method": "wB97M-V/def2-TZVPD",
  "homo_lumo_gap_ev": 10.57,
  "smiles": "CCCCC.O.O.O",
  "charge": 0,
  "spin_multiplicity": 1,
  "elements": ["C", "C", "C", "C", "C", "H", "H", "H", "H", "H", "H", "H", "H", "H", "H", "H", "H", "O", "H", "H", "O", "H", "H", "O", "H", "H"],
  "xyz": [[1.4046, 0.4234, 1.0211], [-0.0670, 0.5253, 0.6198], [-0.8818, 1.7171, 1.0786], [-1.4976, 1.1722, 2.5150], [-2.2422, -0.0514, 2.4061], [2.1195, 0.3150, 0.1684], [1.6050, 1.3363, 1.5942], [1.6166, -0.2944, 1.8172], [0.0435, 0.4970, -0.5802], [-0.7103, -0.3441, 0.7422], [-0.1736, 2.5443, 1.2697], [-1.6553, 1.8580, 0.4182], [-0.6844, 0.9918, 3.2146], [-2.1909, 1.9472, 3.0705], [-2.8539, -0.1356, 3.2440], [-2.8645, -0.0640, 1.4812], [-1.5021, -0.9254, 2.3387], [-1.3651, -2.8163, -1.7345], [-0.8462, -2.0724, -2.1333], [-1.4411, -2.4645, -0.8768], [0.0562, 0.0337, -2.8133], [0.6865, -0.6132, -3.0417], [0.5121, 0.8685, -2.7400], [3.8926, -0.4523, -2.0006], [3.1328, -0.0966, -2.2684], [4.2408, -0.1890, -1.1759]]
}



<R>
{
  "formula": "C5H18O3",
  "method": "wB97M-V/def2-TZVPD",
  "homo_lumo_gap_ev": 10.95,
  "smiles": "CCCCC.O.O.O",
  "charge": 0,
  "spin_multiplicity": 1,
  "elements": ["C", "C", "C", "C", "C", "H", "H", "H", "H", "H", "H", "H", "H", "H", "H", "H", "H", "O", "H", "H", "O", "H", "H", "O", "H", "H"],
  "xyz": [[1.1524, -0.9582, -0.2181], [0.0370, -0.5278, 0.8010], [-1.3358, -0.6229, 0.2317], [-1.4807, 0.3075, -0.9204], [-1.6844, 1.6858, -0.3861], [2.1325, -0.7374, 0.1893], [1.1076, -2.0264, -0.5569], [1.0545, -0.4449, -1.1614], [0.2096, -1.1364, 1.7386], [0.3521, 0.4002, 1.2655], [-1.4682, -1.6531, -0.2267], [-2.1163, -0.5400, 1.0390], [-0.7235, 0.0573, -1.6740], [-2.4355, -0.1593, -1.4837], [-1.8775, 2.4279, -1.1946], [-2.6782, 1.8148, 0.0855], [-1.0862, 2.0485, 0.4471], [1.2323, 1.8995, -1.4080], [1.3116, 2.5627, -2.1287], [0.6210, 2.3872, -0.7816], [2.4009, 1.8618, 1.2264], [3.2432, 2.1225, 1.6498], [2.5580, 1.7145, 0.2980], [-0.5317, -4.1692, 0.9954], [-0.0098, -3.3706, 1.0914], [0.0152, -4.9439, 1.0812]]
}



Ranked by calculated energy, most stable first: <P>, <R>, <Q>.



<P>
{
  "formula": "CH3BrO2P",
  "method": "wB97M-V/def2-TZVPD",
  "homo_lumo_gap_ev": 8.14,
  "smiles": "C[P@](=O)([O-])Br",
  "charge": -1,
  "spin_multiplicity": 1,
  "elements": ["C", "P", "O", "O", "Br", "H", "H", "H"],
  "xyz": [[-0.8786, -0.3560, 0.0623], [0.6950, 0.5271, -0.1111], [0.8770, 1.7810, 1.1063], [0.9750, 0.7939, -1.5194], [2.1038, -1.1042, 0.5162], [-1.2465, -0.9210, 1.0271], [-1.6069, 0.2981, -0.3748], [-0.9188, -1.0188, -0.7067]]
}



<Q>
{
  "formula": "CH3BrO2P",
  "method": "wB97M-V/def2-TZVPD",
  "homo_lumo_gap_ev": 7.39,
  "charge": -1,
  "spin_multiplicity": 1,
  "elements": ["C", "O", "O", "P", "Br", "H", "H", "H"],
  "xyz": [[-0.8145, 0.5336, 0.0309], [0.2562, -1.7520, -1.2755], [0.3256, -1.7949, 1.2403], [0.2644, -1.0044, -0.0367], [2.9175, 1.4026, -0.0201], [-0.3365, 1.3631, -0.3698], [-1.7881, 0.3756, -0.5671], [-0.8246, 0.8765, 0.9981]]
}



Ranked by calculated energy, most stable first: <Q>, <P>.



<P>
{
  "formula": "CN2O3S",
  "method": "wB97M-V/def2-TZVPD",
  "homo_lumo_gap_ev": [8.33, 6.71],
  "smiles": "O=NC(=S)[N+](=O)[O-]",
  "charge": 0,
  "spin_multiplicity": 1,
  "elements": ["O", "N", "C", "S", "N", "O", "O"],
  "xyz": [[-1.2718, 1.9564, -0.0235], [-0.2399, 1.3558, 0.1124], [0.4617, 0.3725, -0.0151], [2.1877, 0.3590, -0.1844], [-0.2330, -1.0880, 0.0643], [-1.4184, -0.9830, -0.0942], [0.5138, -1.9727, 0.1405]]
}



<Q>
{
  "formula": "CN2O3S",
  "method": "wB97M-V/def2-TZVPD",
  "homo_lumo_gap_ev": [7.75, 7.75],
  "charge": 0,
  "spin_multiplicity": 1,
  "elements": ["C", "N", "N", "O", "O", "O", "S"],
  "xyz": [[-0.5000, -0.5299, 0.5052], [0.4639, 0.1014, -0.2216], [-1.5671, -0.2264, 0.9112], [1.7753, -0.4315, -0.3679], [1.9354, 1.4366, -2.1587], [-2.6444, -0.2884, 1.4144], [1.3615, 0.1730, -1.8848]]
}



Ranked by calculated energy, most stable first: <Q>, <P>.